Molecular formula: C19H22NO3
Method: DFT, ωB97M-V with the def2-TZVPD basis set

## Properties
Structure (SMILES) ... Cc1ccc([C@H](C=[N+]([O-])[O-])Oc2ccc(C(C)(C)C)cc2)cc1
Net charge ... -1
E ... -27690.390 eV
Highest occupied orbital energy ... -0.13499 Eh
LUMO energy ... 2.577 eV
Maximum force ... 2.1 eV/A

```
45
Properties=species:S:1:pos:R:3:forces:R:3
C -1.28414 2.70120 4.36050 0.0 0.1 0.0
C -0.15118 2.24792 3.42269 -0.2 0.0 -0.2
C 0.66405 3.48678 3.01297 0.0 0.0 0.0
C 0.77730 1.29660 4.19174 0.2 -0.1 0.0
C -0.68259 1.46754 2.18456 -0.2 0.7 -0.3
C -0.46337 1.87872 0.86037 0.4 -0.7 -0.4
C -0.71291 1.01452 -0.22758 -0.5 0.2 0.7
C -1.35882 -0.22792 -0.03505 -0.2 0.7 -0.4
O -1.87088 -0.83275 -1.16715 1.5 -0.9 1.2
C -1.65875 -0.60601 1.29759 -0.5 0.7 -0.5
C -1.39814 0.28372 2.35285 0.4 -0.6 -0.1
H -1.87561 1.85106 4.71110 0.0 0.1 -0.1
H -0.88474 3.20796 5.25231 0.0 -0.1 -0.2
H -1.94254 3.41446 3.85082 0.0 -0.2 0.1
H 1.49483 3.19954 2.35107 -0.3 0.2 0.1
H 0.02582 4.22480 2.50468 0.2 -0.2 0.0
H 1.10190 3.97983 3.89771 -0.2 -0.2 -0.2
H 1.59631 0.97453 3.53816 -0.1 -0.1 0.1
H 1.22042 1.77490 5.07255 -0.1 0.1 -0.1
H 0.23769 0.40981 4.53402 0.1 0.0 -0.1
H -0.08664 2.87529 0.63539 0.2 -0.3 0.1
H -0.52141 1.33372 -1.25354 -0.1 0.0 0.3
H -2.26753 -1.48855 1.45411 0.1 -0.1 0.0
H -1.74849 0.06922 3.36457 0.1 -0.4 -0.3
C 3.81134 -0.49599 -4.09059 0.2 0.4 0.0
C 2.48595 -0.98135 -3.51181 0.5 -0.9 -0.2
C 2.48141 -1.60072 -2.26144 -0.4 0.3 0.2
C 1.29533 -2.01543 -1.65170 0.3 0.1 -0.2
C 0.09182 -1.87726 -2.33154 -1.2 -0.4 0.1
C -1.20938 -2.26779 -1.64395 -1.6 0.9 -0.8
C -2.27324 -2.80391 -2.53084 0.7 -0.1 -0.3
N -3.25712 -3.54723 -1.96632 0.9 -0.2 0.4
O -4.25291 -3.99980 -2.61742 1.0 0.5 0.7
O -3.06675 -3.81304 -0.72359 -1.3 -0.2 -0.6
C 0.08105 -1.41609 -3.65569 1.0 0.2 0.1
C 1.29646 -0.99754 -4.22915 -0.8 0.3 -0.3
H 3.73331 -0.00879 -5.07365 -0.3 -0.3 0.2
H 4.24763 0.27789 -3.44455 -0.1 -0.2 0.0
H 4.59037 -1.27562 -4.17108 -0.5 0.1 0.0
H 3.43115 -1.73336 -1.77377 0.2 0.0 0.4
H 1.27288 -2.45862 -0.65035 0.2 0.2 -0.4
H -1.13811 -2.87415 -0.72612 0.2 0.5 -0.4
H -2.28673 -2.61057 -3.61285 -0.4 -0.2 0.8
H -0.84942 -1.37438 -4.22910 0.5 0.0 0.3
H 1.30439 -0.66310 -5.27091 0.0 0.0 0.3
```
Forces are in eV/Å.

Molecular formula: C19H23Br45NOS
Method: DFT, ωB97M-V with the def2-TZVPD basis set

## Properties
Net charge ... -1
E ... -3186352.394 eV
Highest occupied orbital energy ... -0.10294 Eh
LUMO energy ... 0.607 eV
Maximum force ... 4.7 eV/A

```
90
Properties=species:S:1:pos:R:3:forces:R:3
C 5.65912 -1.01427 -4.67391 -0.3 0.4 0.0
C 4.85881 -0.62847 -3.27301 2.0 -1.6 2.5
N 5.21038 -1.34672 -2.15317 -1.2 2.4 -3.8
C 3.73629 0.56073 -3.12620 0.0 -0.3 0.0
C 2.38139 0.34989 -4.02460 1.3 -1.5 0.6
O 2.70719 0.40080 -5.48717 0.1 -1.4 0.4
S 1.72775 -1.36579 -3.57423 0.6 1.2 -0.5
H 4.89448 -1.20356 -5.53928 1.5 0.5 1.6
H 6.40256 -0.14576 -4.98851 -1.7 -1.7 0.6
H 6.32290 -1.98589 -4.54827 -1.4 1.9 0.0
H 5.93522 -2.06998 -2.35871 -1.0 1.2 -0.2
H 3.38951 0.56674 -1.98921 0.9 -0.1 -2.5
H 4.15349 1.63237 -3.38165 -0.4 -2.2 0.4
H 2.73689 -0.52530 -5.86938 -0.1 1.5 0.9
H 2.71531 -2.35039 -3.75085 -0.2 0.6 0.1
C 3.89973 -0.64421 1.91505 -0.2 -0.3 -0.1
Br 2.64372 -1.01603 0.47688 0.4 0.1 0.3
Br 5.73197 -1.04251 1.39699 -0.4 0.1 0.2
Br 3.71558 1.17271 2.58515 0.1 -0.4 -0.3
H 3.64773 -1.31687 2.74151 0.1 0.3 -0.3
C -1.50027 -3.86921 -2.88495 0.2 -0.1 0.3
Br -2.75628 -4.24103 -4.32312 0.3 0.1 0.3
Br 0.33197 -4.26751 -3.40301 -0.7 -0.2 0.2
Br -1.68442 -2.05229 -2.21485 0.0 -0.5 -0.2
H -1.75227 -4.54187 -2.05849 0.1 0.3 -0.4
C 7.75658 -4.82075 -0.95879 -0.3 0.2 0.1
Br 8.68297 -6.50164 -1.27593 -0.1 0.3 0.1
Br 8.93469 -3.47954 -0.18593 -0.3 -0.4 -0.2
Br 6.87114 -4.16837 -2.56332 0.6 -0.7 0.4
H 6.97321 -5.02175 -0.22059 0.4 0.1 -0.3
C 2.41571 -0.57324 6.00102 -0.1 -0.2 0.0
Br 1.15969 -0.94506 4.56285 0.3 0.3 0.3
Br 4.24794 -0.97154 5.48296 -0.4 0.0 0.3
Br 2.23155 1.24368 6.67112 0.1 -0.4 -0.2
H 2.16371 -1.24590 6.82748 0.1 0.3 -0.4
C -2.28113 -2.88549 2.71816 0.1 -0.1 -0.1
Br -1.71571 -1.05628 2.37403 -0.2 -0.4 0.1
Br -2.10029 -3.35782 4.59654 -0.3 0.3 -0.3
Br -4.07879 -3.22405 2.05638 0.4 0.2 0.2
H -1.60550 -3.53984 2.15746 -0.3 0.3 0.2
C -5.10363 0.59200 3.83316 0.1 -0.2 -0.1
Br -4.53821 2.42122 3.48903 -0.1 -0.4 0.2
Br -4.92279 0.11967 5.71154 -0.1 0.2 -0.5
Br -6.90129 0.25344 3.17138 0.4 0.1 0.2
H -4.42800 -0.06234 3.27246 -0.3 0.3 0.2
C -2.98842 4.68662 0.45513 -0.1 -0.2 0.2
Br -2.06204 3.00573 0.13800 -0.2 0.5 0.0
Br -1.81032 6.02784 1.22799 -0.2 -0.3 -0.2
Br -3.87387 5.33900 -1.14940 0.2 -0.1 0.3
H -3.77180 4.48562 1.19333 0.3 0.1 -0.4
C -5.33255 -7.79812 -3.89921 0.0 -0.2 -0.1
Br -4.06136 -7.69969 -2.43001 -0.3 0.0 -0.4
Br -6.96420 -6.81228 -3.51196 0.4 -0.2 -0.1
Br -4.53491 -7.24431 -5.58479 -0.3 -0.2 0.4
H -5.61343 -8.85077 -4.00899 0.1 0.5 0.1
C -7.48055 6.17577 -3.66181 0.0 0.2 0.1
Br -8.88080 5.56068 -4.86394 0.7 0.0 0.3
Br -7.62219 5.35335 -1.90464 0.0 0.2 -0.5
Br -5.70989 5.93842 -4.43160 -0.4 0.0 0.2
H -7.62757 7.25205 -3.52387 0.1 -0.5 -0.1
C 1.33206 -5.65789 4.51334 -0.2 0.0 0.2
Br 2.25845 -7.33878 4.19621 -0.2 0.5 0.0
Br 2.51017 -4.31668 5.28620 -0.2 -0.4 -0.3
Br 0.44662 -5.00551 2.90881 0.7 -0.4 0.2
H 0.54868 -5.85889 5.25155 0.3 0.1 -0.3
C 3.19823 5.26010 2.81914 0.0 -0.1 -0.2
Br 2.56594 3.91121 4.07009 0.1 0.6 -0.2
Br 2.20519 6.92446 2.98621 0.2 -0.4 0.0
Br 5.11688 5.54368 2.96915 -0.5 -0.1 0.0
H 3.00975 4.87510 1.81153 0.1 0.2 0.4
C -2.81207 8.74297 -3.35957 0.1 -0.3 0.0
Br -1.54087 8.84140 -1.89036 -0.4 0.0 -0.4
Br -4.44371 9.72881 -2.97232 0.4 -0.2 -0.1
Br -2.01442 9.29678 -5.04515 -0.2 -0.1 0.4
H -3.09295 7.69032 -3.46935 0.1 0.4 0.1
C -3.63676 1.03521 9.96519 0.1 0.1 0.2
Br -4.09100 2.80213 9.29003 0.1 -0.5 0.1
Br -5.20442 -0.10638 10.11798 0.4 0.3 -0.1
Br -2.23110 0.19771 8.91313 -0.4 0.2 0.2
H -3.24074 1.17161 10.97692 -0.2 -0.1 -0.5
C -12.30565 6.96601 -6.42845 0.2 -0.1 0.0
Br -11.74023 8.79522 -6.77259 -0.2 -0.5 0.1
Br -12.12481 6.49368 -4.55007 -0.5 0.3 -0.5
Br -14.10331 6.62745 -7.09023 0.4 0.1 0.2
H -11.63002 6.31167 -6.98915 -0.3 0.3 0.2
C 11.99616 -6.06839 0.98570 -0.2 0.0 -0.1
Br 13.31139 -7.46904 0.68156 -0.3 0.4 0.1
Br 11.50289 -5.93378 2.86258 0.2 0.0 -0.5
Br 12.58062 -4.35812 0.26633 0.0 -0.5 0.2
H 11.09241 -6.35389 0.43729 0.4 0.2 0.2
```
Forces are in eV/Å.

Molecular formula: C19H23BrN2O3
Method: DFT, ωB97M-V with the def2-TZVPD basis set

## Properties
Structure (SMILES) ... COc1cc(CNc2ccc(N3CCOCC3)cc2)cc(Br)c1OC
Net charge ... 0
E ... -99240.041 eV
Highest occupied orbital energy ... -0.27081 Eh
LUMO energy ... 0.614 eV
Maximum force ... 0.6 eV/A

```
48
Properties=species:S:1:pos:R:3:forces:R:3
C 0.87322 -1.94774 1.11681 -0.3 0.0 0.1
H 0.51445 -2.97593 1.11907 0.0 0.1 0.0
O 2.22811 -2.03013 0.74348 0.5 0.2 -0.1
C 2.93204 -0.86763 0.57149 -0.1 -0.1 0.0
C 2.38907 0.38330 0.82706 0.0 -0.2 0.1
C 3.09077 1.56080 0.59376 0.2 0.0 0.0
C 4.38438 1.48389 0.10890 -0.1 0.0 0.1
C 4.94376 0.23931 -0.10501 0.2 -0.3 -0.1
C 4.25902 -0.95635 0.10689 0.2 0.1 0.0
O 4.97423 -2.07248 -0.18013 -0.2 0.4 0.0
C 4.48834 -3.36225 0.10772 -0.1 -0.5 0.1
H 4.23608 -3.47030 1.16454 0.0 0.0 -0.1
H 5.31040 -4.03286 -0.14174 -0.1 0.0 0.0
H 3.61622 -3.61012 -0.50033 0.1 0.0 0.1
Br 6.72519 0.10704 -0.74128 0.0 0.2 0.0
H 4.96098 2.37314 -0.09237 0.1 0.1 0.0
C 2.38913 2.88701 0.76197 0.1 -0.2 0.0
N 1.39782 3.09537 -0.28348 0.1 0.5 -0.3
C 0.23994 2.32018 -0.30126 -0.3 -0.1 -0.2
C -0.53493 2.12485 0.84425 0.1 0.1 -0.1
C -1.68861 1.37338 0.79993 0.0 0.0 -0.1
C -2.14329 0.80414 -0.39258 0.3 0.1 0.0
C -1.38744 1.02742 -1.54215 -0.3 -0.1 0.1
C -0.21749 1.76065 -1.49185 0.2 0.2 0.2
H 0.35293 1.90921 -2.39890 0.1 0.0 -0.1
H -1.70453 0.62821 -2.49289 -0.1 -0.1 -0.1
N -3.28293 -0.01028 -0.37016 -0.2 -0.3 0.0
C -4.50568 0.55453 0.17369 -0.3 -0.2 0.1
H -4.28307 1.15990 1.05071 0.0 0.0 0.0
C -5.45094 -0.58514 0.55483 0.1 0.4 0.2
H -6.40670 -0.19388 0.90711 0.1 0.0 0.0
O -5.74140 -1.39688 -0.55896 -0.1 0.0 -0.1
C -4.55741 -1.92857 -1.10277 0.3 0.0 -0.3
C -3.58021 -0.82765 -1.52819 -0.2 -0.2 0.2
H -2.66194 -1.29318 -1.88945 0.0 0.0 0.0
H -4.03613 -0.23897 -2.34178 0.1 0.0 0.0
H -4.85789 -2.52822 -1.96358 0.1 0.0 0.0
H -4.06487 -2.57554 -0.36008 0.0 0.0 -0.1
H -4.98737 -1.19213 1.34789 0.0 0.1 0.0
H -5.00398 1.19221 -0.57636 0.0 0.0 0.1
H -2.24412 1.21486 1.71227 0.0 0.0 0.1
H -0.22870 2.55988 1.78377 0.0 0.0 0.1
H 1.83643 3.12235 -1.19710 -0.1 0.0 0.2
H 3.10925 3.70646 0.70436 -0.1 -0.1 0.1
H 1.89107 2.93401 1.73165 0.1 0.1 0.0
H 1.38156 0.45613 1.19958 -0.1 -0.1 0.0
H 0.28956 -1.35876 0.40199 0.0 0.0 0.0
H 0.75569 -1.52327 2.11864 0.0 0.0 0.0
```
Forces are in eV/Å.